(1)
101
Properties=species:S:1:pos:R:3:mulliken_charge:R:1 method="wB97M-V/def2-TZVPD" orbital_gap_ev=7.80 charge=+1 fmax_ha_per_bohr=0.0124
C 6.672 -1.669 0.098 -0.72
O 6.015 -0.849 -0.845 -0.38
C 5.507 0.347 -0.297 -0.66
C 4.134 0.169 0.368 -0.45
C 3.070 1.100 -0.203 -0.90
C 1.762 1.087 0.578 -0.30
C 0.876 2.294 0.292 -0.80
C -0.454 2.261 1.053 -0.81
C -1.595 1.611 0.243 -0.65
C -2.258 0.400 0.897 -0.28
O -1.282 -0.589 1.124 -0.62
N -2.986 0.745 2.139 1.91
O -2.843 2.037 2.659 -0.54
C -4.328 0.468 1.950 -1.67
N -5.221 0.438 2.871 0.09
C -4.983 0.547 4.315 -0.84
C -5.205 -0.810 4.977 -0.94
C -4.034 -1.777 4.751 0.80
C -3.103 -1.885 5.952 -0.92
O -2.234 -0.759 6.004 -0.39
C -1.044 -0.944 5.267 -0.59
N -4.657 0.202 0.621 0.36
C -5.335 1.373 0.004 -0.65
P -7.134 1.117 0.191 0.62
O -7.422 0.564 1.515 -0.75
O -7.631 0.158 -0.972 -0.54
O -7.761 2.550 -0.054 -0.52
C -3.375 -0.331 0.086 1.05
C -3.188 -0.180 -1.414 -2.30
C -4.256 -0.807 -2.315 -0.49
C -3.686 -1.152 -3.687 -0.58
F -2.674 -0.248 -4.025 -0.30
P -3.325 -2.182 0.825 0.30
O -4.896 -2.561 0.760 -0.51
Br -2.426 -3.283 -0.899 -0.23
H 6.729 -2.673 -0.319 0.25
H 6.121 -1.711 1.045 0.32
H 7.687 -1.308 0.300 0.29
H 6.230 0.761 0.417 0.31
H 5.436 1.050 -1.131 0.41
H 3.841 -0.874 0.217 0.28
H 4.203 0.336 1.448 0.39
H 3.463 2.122 -0.221 0.45
H 2.874 0.815 -1.242 0.32
H 1.981 1.065 1.653 0.35
H 1.211 0.166 0.350 0.07
H 0.686 2.363 -0.784 0.00
H 1.426 3.195 0.573 0.60
H -0.291 1.715 1.991 0.32
H -0.752 3.268 1.339 0.47
H -2.358 2.346 -0.028 0.49
H -1.175 1.234 -0.690 0.58
H -0.793 -0.437 1.946 0.52
H -2.231 1.955 3.408 0.34
H -6.186 0.330 2.509 0.60
H -5.641 1.317 4.715 0.51
H -3.958 0.872 4.456 0.22
H -6.131 -1.256 4.609 0.41
H -5.355 -0.606 6.039 0.49
H -4.398 -2.760 4.452 0.50
H -3.421 -1.417 3.917 -0.78
H -3.671 -1.865 6.884 0.43
H -2.533 -2.819 5.932 0.32
H -1.237 -1.413 4.291 0.17
H -0.336 -1.578 5.811 0.39
H -0.588 0.034 5.111 0.23
H -5.008 1.492 -1.025 0.88
H -5.111 2.319 0.510 0.30
H -7.551 0.460 -1.888 0.37
H -8.207 2.738 -0.893 0.35
H -3.104 0.879 -1.660 0.79
H -2.216 -0.607 -1.657 0.84
H -5.092 -0.121 -2.445 0.18
H -4.655 -1.726 -1.882 0.22
H -4.444 -1.089 -4.467 0.35
H -3.247 -2.151 -3.696 0.30
H -5.440 -2.200 0.045 0.37
C 0.012 3.243 -4.208 -0.42
O 0.922 4.087 -3.498 -0.19
C 1.650 4.887 -4.288 0.70
O 1.576 4.934 -5.487 -0.54
O 2.457 5.612 -3.519 -0.31
C 3.305 6.518 -4.243 -0.64
H -0.493 2.656 -3.444 -0.10
H -0.712 3.833 -4.768 0.34
H 0.545 2.587 -4.892 0.34
H 2.705 7.229 -4.807 0.30
H 3.949 5.969 -4.925 0.30
H 3.892 7.026 -3.486 0.21
C 8.187 -3.999 -4.217 -0.66
O 8.411 -4.517 -2.899 -0.26
C 9.555 -5.187 -2.761 0.77
O 10.367 -5.379 -3.628 -0.54
O 9.646 -5.608 -1.499 -0.30
C 10.838 -6.352 -1.212 -0.63
H 7.232 -3.486 -4.164 0.20
H 8.979 -3.306 -4.493 0.31
H 8.149 -4.810 -4.942 0.31
H 11.720 -5.740 -1.391 0.30
H 10.888 -7.244 -1.833 0.30
H 10.764 -6.619 -0.163 0.21



(2)
23
Properties=species:S:1:pos:R:3:nbo_charge:R:1 method="wB97M-V/def2-TZVPD" orbital_gap_ev=9.69 fmax_ha_per_bohr=0.0835
C -2.254 -2.097 1.283 -0.16
C -0.898 -2.432 1.235 -0.21
C -2.645 -0.740 1.115 -0.21
C 0.004 -1.398 1.336 -0.19
C -1.693 0.237 1.112 -0.20
C -0.368 -0.114 1.210 -0.24
C 2.291 0.047 -1.420 -0.55
C 1.192 1.293 -0.576 -0.03
N -0.081 0.985 -1.316 0.50
N 1.577 2.729 -0.934 0.52
O -0.195 -0.115 -1.813 -0.37
O -0.929 1.808 -1.346 -0.34
O 1.967 3.425 -0.047 -0.34
O 1.493 3.057 -2.064 -0.34
S 0.849 1.150 1.158 0.35
H -2.956 -2.819 1.550 0.21
H -0.502 -3.421 1.188 0.22
H -3.669 -0.646 0.751 0.23
H 1.112 -1.710 1.331 0.22
H -1.884 1.325 0.998 0.24
H 1.948 -0.910 -0.983 0.23
H 3.440 0.226 -1.307 0.22
H 2.199 0.119 -2.460 0.22



(3)
16
Properties=species:S:1:pos:R:3:nbo_charge:R:1 method="wB97M-V/def2-TZVPD" orbital_gap_ev=9.86 charge=+1 fmax_ha_per_bohr=0.0119
Li -0.217 0.087 -0.019 1.00
O 3.200 -0.428 1.357 -0.96
H 4.069 -0.031 1.421 0.49
H 3.362 -1.370 1.416 0.48
O -1.913 -0.645 3.088 -0.96
H -1.387 -0.447 3.863 0.48
H -2.709 -0.124 3.199 0.48
O 1.155 0.995 -3.723 -0.95
H 0.673 1.780 -3.986 0.47
H 1.269 0.501 -4.534 0.48
O -0.330 -3.976 -1.539 -0.95
H -0.628 -4.803 -1.161 0.48
H -0.570 -4.035 -2.464 0.48
O -1.752 3.858 1.001 -0.96
H -2.385 4.166 0.352 0.48
H -1.840 4.472 1.731 0.48



Relative energy (zero: lowest compared OMol25 entry of this formula, charge and spin)? In order: 0.000, 7.037, 3.111 eV.